C17H19ClI3N3O2W | wB97M-V/def2-TZVPD

The energy is -65137.7328 eV. The maximum force comes out at 2.20 eV/A. Its HOMO-LUMO gap (alpha / beta) is 0.1638 / 0.1633 Eh. The total charge is +2.

Positions of all 46 atoms, in Å:
W -0.993 0.122 0.202
I -3.353 1.572 -0.698
C -4.566 0.076 -1.407
I -2.715 -1.588 1.414
H -5.514 0.395 -1.807
H -4.284 -0.938 -1.179
Cl 2.261 -5.887 -0.551
C 1.295 -4.493 -0.788
C 0.360 -4.466 -1.786
C -0.450 -3.329 -2.015
I -1.855 -3.322 -3.532
C -0.282 -2.225 -1.220
O -0.992 -1.071 -1.306
C 0.649 -2.258 -0.173
N 0.655 -1.140 0.628
C 1.535 -1.078 1.633
C 2.421 -2.111 1.895
C 2.380 -3.266 1.133
C 1.469 -3.368 0.072
H 0.235 -5.334 -2.419
H 1.517 -0.180 2.238
H 3.123 -2.012 2.709
H 3.045 -4.091 1.351
C -0.169 2.204 -2.740
C 0.714 2.200 -1.512
C 1.908 1.279 -1.644
C 1.073 3.586 -1.025
O -0.123 1.586 -0.399
H 0.416 2.560 -3.589
H -1.018 2.875 -2.617
H -0.520 1.197 -2.975
H 2.605 1.702 -2.369
H 1.606 0.294 -2.005
H 2.434 1.185 -0.694
H 1.644 4.102 -1.797
H 1.687 3.540 -0.126
H 0.174 4.173 -0.833
N -1.040 1.740 4.247
C -0.770 2.900 3.563
C -0.723 2.551 2.256
N -0.972 1.186 2.138
C -1.155 0.738 3.378
H -1.154 1.655 5.247
H -0.643 3.848 4.053
H -0.527 3.166 1.397
H -1.388 -0.275 3.655